Formula: C3H4O3S
Source: OMol25
Level of theory: ωB97M-V/def2-TZVPD

For the HOMO-LUMO gap, the calculation gives 9.860 eV. The value obtained for the strongest force on any atom is 5.40 eV Å⁻¹. The HOMO energy comes out at -9.8 eV. As for the LUMO energy: 0.0 eV. The energy above the lowest of the compared OMol25 structures with the same formula, charge and spin is 88.8 kcal per mole.

```
! wB97M-V def2-TZVPD RIJCOSX def2/J DEFGRID3
* xyz 0 1
C 1.446 -0.727 -0.415
C 0.499 0.103 -1.294
C 0.555 0.243 0.133
O -2.539 0.283 0.261
O 0.154 0.651 1.158
O -2.086 0.456 2.656
S -2.127 1.096 1.381
H 1.104 -1.837 -0.105
H 2.459 -0.772 -0.301
H 1.010 0.881 -1.953
H -0.475 -0.377 -1.522
*
```

Results of the natural (NBO) charge analysis, in e, for atoms 1 through 6: -0.5367, -0.5234, 0.6218, -0.8986, -0.5235, -0.8581

---

Formula: C3H4O3S2
Source: OMol25
Level of theory: ωB97M-V/def2-TZVPD

For the HOMO-LUMO gap, the calculation gives 8.636 eV. The value obtained for the strongest force on any atom is 8.58 eV Å⁻¹. The HOMO energy comes out at -9.3 eV. As for the LUMO energy: -0.7 eV. The energy above the lowest of the compared OMol25 structures with the same formula, charge and spin is 72.6 kcal per mole.

```
! wB97M-V def2-TZVPD RIJCOSX def2/J DEFGRID3
* xyz 0 1
C -0.805 -0.496 0.191
C 0.582 -0.464 0.861
C -0.876 0.563 -0.972
H -1.162 -1.640 -1.303
H -1.552 -0.361 1.042
H 1.331 0.209 2.811
H 0.093 2.045 0.749
O -0.919 -1.895 -0.267
O 0.520 0.401 1.916
O -1.679 0.182 -2.032
S 1.838 -1.444 0.550
S -0.307 2.233 -0.595
*
```

Results of the natural (NBO) charge analysis, in e, for atoms 1 through 6: -0.1135, 0.1824, 0.3570, 0.5033, 0.2467, 0.5266

---

Formula: C3H4O3Y
Source: OMol25
Level of theory: ωB97M-V/def2-TZVPD

For the HOMO-LUMO gap, the calculation gives 6.635 eV. The value obtained for the strongest force on any atom is 5.66 eV Å⁻¹. The HOMO energy comes out at -13.1 eV. As for the LUMO energy: -6.4 eV. The energy above the lowest of the compared OMol25 structures with the same formula, charge and spin is 19.4 kcal per mole.

```
! wB97M-V def2-TZVPD RIJCOSX def2/J DEFGRID3
* xyz 1 1
O -1.986 1.961 0.555
C -2.290 1.066 -0.354
O -3.380 0.976 -0.920
C 1.945 -0.330 0.114
C 0.924 -1.254 0.009
O -1.216 0.367 -0.734
Y -0.072 1.126 0.987
H 2.615 -0.361 0.979
H 2.290 0.202 -0.779
H 0.110 -1.683 -0.580
H 1.061 -2.070 0.724
*
```

Results of the Löwdin charge analysis, in e, for atoms 1 through 6: -0.1706, -0.8420, 0.1142, -0.1331, -0.0606, -0.1823

---

Formula: C3H4O4Sm
Source: OMol25
Level of theory: ωB97M-V/def2-TZVPD

The expectation value of S² is 9.250. For the HOMO-LUMO gap (spin up / spin down), the calculation gives 4.438 / 6.325 eV. The value obtained for the strongest force on any atom is 3.98 eV Å⁻¹. The HOMO energy (spin up / spin down) comes out at -12.0 / -12.0 eV. As for the LUMO energy (spin up / spin down): -7.5 / -5.6 eV.

```
! wB97M-V def2-TZVPD RIJCOSX def2/J DEFGRID3
* xyz 1 6
C -1.586 -0.707 0.491
C -1.054 0.440 0.023
O -0.381 0.371 -1.199
C 0.922 0.612 -1.216
O 1.457 1.311 -0.308
O 1.656 -0.062 -1.992
O -2.565 -0.647 1.438
Sm 3.823 0.111 -0.700
H -1.606 -1.591 -0.154
H 2.888 -0.835 0.967
H -2.188 -0.434 2.295
H -1.365 1.432 0.354
*
```

Results of the Löwdin charge analysis, in e, for atoms 1 through 6: -0.1369, -0.0638, 0.0614, -0.7767, -0.1191, -0.1448

---

Formula: C3H4O4Yb
Source: OMol25
Level of theory: ωB97M-V/def2-TZVPD

For the HOMO-LUMO gap (spin up / spin down), the calculation gives 2.823 / 2.819 eV. The value obtained for the strongest force on any atom is 4.76 eV Å⁻¹. The HOMO energy (spin up / spin down) comes out at -5.5 / -5.5 eV. As for the LUMO energy (spin up / spin down): -2.7 / -2.7 eV. The energy above the lowest of the compared OMol25 structures with the same formula, charge and spin is 108.8 kcal per mole.

```
! wB97M-V def2-TZVPD RIJCOSX def2/J DEFGRID3
* xyz 0 1
O -0.177 0.937 1.217
C 1.067 -0.266 -0.483
C -1.207 -0.034 0.945
O 1.914 -1.201 -0.152
O -0.077 -0.647 -1.039
C -1.257 0.132 -0.575
H -2.147 0.358 1.363
H -0.920 -1.042 1.302
H -2.093 -0.478 -0.947
Yb 3.791 -0.087 -0.841
O 1.623 0.810 -0.996
H -0.517 1.518 0.206
*
```

Results of the natural (NBO) charge analysis, in e, for atoms 1 through 6: -0.8269, 1.0286, -0.1605, -0.9142, -0.5386, -0.3210

---

Formula: C3H4O4Yb
Source: OMol25
Level of theory: ωB97M-V/def2-TZVPD

The expectation value of S² is 2.009. For the HOMO-LUMO gap (spin up / spin down), the calculation gives 2.518 / 2.336 eV. The value obtained for the strongest force on any atom is 4.50 eV Å⁻¹. The HOMO energy (spin up / spin down) comes out at -13.0 / -16.3 eV. As for the LUMO energy (spin up / spin down): -10.5 / -13.9 eV. The energy above the lowest of the compared OMol25 structures with the same formula, charge and spin is 80.0 kcal per mole.

```
! wB97M-V def2-TZVPD RIJCOSX def2/J DEFGRID3
* xyz 2 3
C -0.820 -0.477 1.437
C -0.044 -1.221 0.374
O -0.058 -0.482 -0.846
C 0.357 0.754 -0.842
O -0.295 0.060 2.423
O 0.541 1.363 -1.891
O 0.738 1.199 0.316
Yb 0.768 1.266 -4.355
H -1.908 -0.388 1.257
H -0.524 -2.182 0.154
H 0.990 -1.370 0.714
H 0.255 1.478 1.258
*
```

Results of the natural (NBO) charge analysis, in e, for atoms 1 through 6: 0.4102, -0.1608, -0.4215, 1.0440, -0.0835, -0.7047